# 1
Below is C55H53AuCl2Ge2O2S4 as an isolated structure in a non-equilibrium geometry, with properties calculated with ωB97M-V with the def2-TZVPD basis set.

Geometry as XYZ:
```
119
Properties=species:S:1:pos:R:3:forces:R:3:lowdin_spin:R:1
Au -0.9031 0.2291 3.3396 0.10 0.39 -0.43 0.4593
Cl -1.2361 -5.5773 8.0408 0.05 -0.30 0.17 0.0037
C -1.4296 -4.1810 7.0463 0.21 0.26 -0.23 0.0112
C -2.7192 -3.6920 6.8048 0.25 0.17 -0.16 -0.0027
C -2.8797 -2.5796 6.0269 0.28 0.13 -0.05 0.0110
Cl -4.4526 -1.9724 5.7041 -0.35 0.05 0.00 0.0022
C -1.7782 -1.8465 5.4621 0.35 -1.07 0.62 -0.0001
O -2.0265 -0.7770 4.8358 -0.08 0.86 -0.71 0.0752
C -0.4781 -2.3969 5.7120 -0.98 0.02 -0.06 0.0113
C 0.7262 -1.8179 5.2031 0.69 -0.12 0.08 0.0021
O 0.8972 -0.8648 4.4520 -0.10 0.00 0.14 0.0472
C -0.3400 -3.5595 6.4976 -0.16 0.05 0.00 -0.0025
H -3.5751 -4.1939 7.2226 -0.15 -0.05 0.05 -0.0003
H 1.6312 -2.3336 5.5705 0.08 -0.01 -0.05 0.0022
H 0.6498 -3.9606 6.6564 0.11 -0.04 0.09 -0.0003
C -4.6086 4.9598 0.7591 0.01 -0.01 -0.02 -0.0004
C -3.1734 4.8250 0.3506 0.03 0.00 -0.13 -0.0006
C -2.1437 5.1407 1.2240 0.08 -0.09 -0.01 0.0117
C -0.8127 5.0142 0.8514 -0.12 -0.06 -0.09 0.0136
C 0.2817 5.4608 1.7701 0.01 -0.02 0.04 0.0026
C -0.5069 4.5241 -0.4237 -0.21 0.18 0.05 0.0044
C -1.5265 4.2487 -1.3332 -0.07 0.09 0.03 -0.0006
C -1.2349 3.8167 -2.7385 0.01 0.01 -0.03 0.0000
C -2.8461 4.4045 -0.9296 0.12 0.03 0.13 0.0072
C 0.9154 4.3546 -0.8003 0.10 0.10 -0.07 -0.0003
C 1.6035 5.3959 -1.4084 -0.02 -0.02 -0.01 0.0001
C 2.9458 5.2621 -1.7191 0.01 0.04 0.00 -0.0003
C 3.6085 4.0900 -1.4131 -0.01 -0.04 0.04 -0.0001
C 2.9364 3.0261 -0.8148 0.02 0.12 -0.06 -0.0007
C 1.5849 3.1644 -0.5218 -0.38 -0.73 0.54 -0.0039
Ge 0.5484 1.6562 0.2954 -0.01 -0.89 -1.76 0.0299
S -0.0660 2.1572 2.3737 -0.48 -0.48 0.60 0.7427
S 1.4013 -0.4714 0.1936 -0.63 0.65 0.06 0.0251
Ge -0.7921 -1.0291 -0.2121 0.06 0.48 -0.12 0.0336
S -1.8468 -1.4225 1.6985 0.22 0.05 -0.08 0.3908
S -1.3534 1.1037 -0.8435 0.75 -0.12 0.71 0.0506
C -1.1534 -2.3647 -1.6710 0.20 0.67 0.78 0.0123
C -0.2918 -3.4412 -1.8476 -0.07 -0.09 -0.16 0.0014
C -0.5378 -4.3477 -2.8735 0.03 0.00 0.08 0.0004
C -1.6315 -4.1893 -3.7030 -0.04 -0.07 -0.06 0.0003
C -2.4924 -3.1255 -3.5097 -0.01 0.05 0.06 0.0004
C -2.2663 -2.2050 -2.4914 0.03 -0.18 -0.15 0.0013
C -3.2245 -1.0933 -2.3083 -0.28 0.18 -0.02 0.0019
C -4.2122 -1.1611 -1.3269 0.12 0.00 -0.13 0.0006
C -4.3836 -2.3675 -0.4539 -0.04 -0.03 0.08 0.0076
C -5.1046 -0.1034 -1.2011 0.03 0.20 -0.10 0.0003
C -5.0610 0.9904 -2.0491 -0.02 -0.18 0.14 0.0003
C -6.0614 2.0989 -1.9368 -0.02 -0.01 -0.03 0.0001
C -4.0906 1.0217 -3.0429 0.08 -0.11 0.01 0.0006
C -3.1676 0.0010 -3.1837 -0.14 -0.01 0.01 0.0028
C -2.1249 0.0514 -4.2596 -0.01 0.04 -0.01 0.0005
C 0.8737 -3.6548 -0.9630 0.19 -0.13 0.14 0.0009
C 0.7131 -4.2369 0.2931 -0.04 0.05 -0.14 0.0003
C -0.6281 -4.6847 0.7950 -0.04 -0.02 0.07 0.0051
C 1.8393 -4.4695 1.0731 0.19 0.09 -0.01 0.0000
C 3.1117 -4.1691 0.6189 -0.17 -0.07 0.06 0.0001
C 4.3246 -4.4698 1.4443 -0.01 0.02 -0.01 0.0000
C 3.2482 -3.6033 -0.6427 -0.09 0.02 -0.03 0.0002
C 2.1514 -3.3333 -1.4381 0.03 -0.05 0.06 0.0011
C 2.3217 -2.7111 -2.7911 0.03 0.00 0.02 0.0002
C 3.7097 1.7996 -0.5195 0.31 -0.15 0.15 0.0005
C 4.1058 1.4903 0.7823 0.03 0.08 -0.31 0.0001
C 3.6520 2.2879 1.9663 -0.09 0.05 0.02 0.0090
C 4.9688 0.4196 0.9831 0.02 -0.07 -0.10 0.0008
C 5.4484 -0.3378 -0.0710 -0.07 0.04 0.13 0.0000
C 6.4664 -1.4159 0.1455 0.00 0.04 -0.02 -0.0001
C 4.9961 -0.0485 -1.3531 -0.07 0.08 0.06 0.0012
C 4.1346 1.0055 -1.5922 0.02 -0.02 0.02 0.0001
C 3.6549 1.3022 -2.9825 0.05 -0.04 0.00 -0.0001
H -4.6924 5.2760 1.7950 -0.05 0.03 0.08 0.0000
H -5.1240 4.0078 0.6460 -0.10 -0.06 0.01 -0.0001
H -5.1135 5.6929 0.1309 -0.09 0.03 -0.01 -0.0001
H -2.3768 5.4948 2.2177 -0.05 0.07 0.14 0.0000
H -0.1074 5.6714 2.7624 0.00 0.04 0.09 0.0000
H 0.7489 6.3636 1.3755 0.09 0.05 0.05 0.0001
H 1.0528 4.6975 1.8561 0.15 0.06 0.05 0.0017
H -0.1710 3.6474 -2.8882 -0.02 -0.07 -0.11 0.0000
H -1.5672 4.5830 -3.4388 0.01 0.05 -0.09 -0.0001
H -1.7721 2.8970 -2.9597 -0.02 -0.08 -0.11 0.0002
H -3.6333 4.1850 -1.6362 -0.13 -0.06 -0.11 0.0004
H 1.0799 6.3135 -1.6325 -0.08 0.10 -0.02 0.0000
H 3.4774 6.0758 -2.1911 0.03 0.07 -0.02 0.0000
H 4.6640 3.9862 -1.6244 0.06 -0.02 -0.03 0.0000
H 0.1299 -5.1886 -2.9979 0.07 -0.07 -0.03 0.0001
H -1.8235 -4.9041 -4.4908 -0.01 -0.04 -0.04 0.0000
H -3.3659 -3.0043 -4.1345 -0.07 0.01 -0.08 0.0001
H -3.6165 -3.1134 -0.6456 -0.02 -0.09 0.07 0.0014
H -5.3587 -2.8184 -0.6391 -0.04 -0.08 -0.01 0.0004
H -4.3374 -2.0904 0.5973 -0.02 -0.02 0.06 0.0046
H -5.8578 -0.1498 -0.4277 -0.13 0.00 0.10 0.0000
H -6.6929 1.9667 -1.0625 -0.08 0.04 0.06 0.0000
H -6.6973 2.1203 -2.8216 -0.08 0.06 -0.02 0.0000
H -5.5638 3.0636 -1.8643 -0.01 0.11 0.02 0.0000
H -4.0595 1.8597 -3.7243 0.03 0.16 -0.12 0.0000
H -2.1991 0.9781 -4.8230 0.02 0.08 -0.05 0.0000
H -2.2409 -0.7834 -4.9498 0.06 -0.01 -0.07 0.0000
H -1.1267 -0.0153 -3.8267 0.11 0.00 0.00 0.0004
H -1.4198 -4.4449 0.0897 -0.09 -0.04 0.06 0.0012
H -0.8619 -4.2095 1.7464 -0.04 0.02 0.05 0.0031
H -0.6220 -5.7633 0.9516 -0.04 -0.07 0.00 0.0003
H 1.7111 -4.9129 2.0506 0.01 -0.09 0.13 0.0000
H 4.0499 -4.9477 2.3806 0.03 -0.04 0.09 0.0000
H 4.8683 -3.5539 1.6675 0.10 0.06 0.07 0.0000
H 4.9960 -5.1343 0.9009 0.09 -0.03 0.02 0.0000
H 4.2345 -3.3728 -1.0162 0.18 0.07 -0.07 0.0000
H 3.3702 -2.5012 -2.9827 0.10 0.05 -0.04 0.0000
H 1.7640 -1.7762 -2.8507 -0.04 0.09 -0.06 0.0001
H 1.9485 -3.3710 -3.5739 0.00 0.04 -0.08 0.0000
H 3.2202 3.2415 1.6703 0.02 0.07 0.07 0.0004
H 4.4849 2.4748 2.6407 0.01 0.03 0.10 0.0005
H 2.8959 1.7294 2.5224 -0.05 -0.02 0.13 0.0102
H 5.2838 0.1957 1.9920 0.09 -0.06 0.14 0.0001
H 6.6527 -1.5691 1.2049 0.04 -0.07 0.08 0.0000
H 7.4071 -1.1382 -0.3302 0.08 -0.04 0.00 0.0000
H 6.1411 -2.3562 -0.2937 0.01 -0.12 -0.01 0.0000
H 5.3434 -0.6435 -2.1853 0.04 -0.12 -0.14 0.0000
H 3.9434 0.5077 -3.6649 0.00 -0.08 -0.08 0.0000
H 4.0751 2.2385 -3.3479 -0.03 0.03 -0.10 0.0000
H 2.5692 1.4019 -2.9969 -0.07 0.01 -0.07 0.0000
```
Positions in Å, forces in eV/Å.

Multiplicity = 3
Total energy = -9080.9634 hartree
Lowest unoccupied orbital energy (spin up / spin down) = 0.0527 / -3.2708 eV
Total charge = 0
Orbital gap (spin up / spin down) = 7.863 / 4.598 eV

---

# 2
Below is an isolated ion of composition C7H14N3S2 and charge +1 in a non-equilibrium geometry, with properties calculated with ωB97M-V with the def2-TZVPD basis set.

Geometry as XYZ:
```
26
Properties=species:S:1:pos:R:3:forces:R:3:nbo_charge:R:1
C -0.7707 1.3513 -0.5168 0.97 -2.35 -0.47 0.2001
C -0.8635 2.2184 1.9390 0.58 -0.43 -0.26 -0.1163
C -0.1752 0.2677 0.1379 1.12 -3.77 2.01 -0.4042
C 1.3189 -0.5385 -0.2354 -2.26 -0.05 -2.03 0.0930
C 0.0643 -1.3381 -0.5154 1.88 3.21 1.16 0.1062
C -0.2678 -2.4089 0.5071 -2.41 2.59 -0.31 -0.6431
C -0.4227 -1.6583 -1.9155 1.87 -1.71 2.49 -0.6232
N -0.7828 1.3025 -1.8627 -0.12 0.74 1.71 -0.7325
N -1.1941 3.0324 2.8711 -1.44 1.40 1.04 -0.7073
N 2.2115 -0.8851 0.7231 -0.70 -0.90 0.15 -0.8136
S -1.5073 2.6439 0.4435 -0.52 -0.04 -2.05 0.3634
S 2.0961 0.2382 -1.6624 -0.32 -2.41 -1.70 0.0436
H -0.2832 0.0521 1.2443 -0.04 1.12 -1.65 0.2865
H 0.1814 -3.2812 0.1737 0.99 -1.93 -0.18 0.2359
H -1.3602 -2.4822 0.2724 0.63 -0.58 1.10 0.2350
H -0.0781 -2.1335 1.5683 -0.14 -0.36 -0.90 0.2363
H -1.4213 -1.9833 -1.7324 -0.84 -0.24 -0.87 0.2366
H 0.2696 -2.4939 -2.1601 -0.86 0.12 -0.40 0.2432
H -0.2611 -0.9060 -2.6105 -0.20 0.99 -1.28 0.2150
H -0.0443 0.8297 -2.3958 -0.29 0.23 0.69 0.4329
H -1.0919 2.1511 -2.2166 -0.69 1.67 -1.56 0.3988
H -0.8416 2.7845 3.7510 0.52 -0.15 1.51 0.4007
H -1.9037 3.7955 2.9428 0.74 -0.62 -0.68 0.3897
H 2.6420 -0.1207 1.1544 1.05 0.70 1.00 0.3980
H 2.3426 1.3347 -1.1015 0.59 2.45 1.26 0.1166
H 2.1429 -1.7721 1.1966 -0.10 0.31 0.20 0.4089
```
Positions in Å, forces in eV/Å.

Total energy = -1235.3978 hartree
Lowest unoccupied orbital energy = -3.8662 eV
Total charge = +1
Orbital gap = 8.471 eV
Energy above the lowest of the compared OMol25 structures with the same formula, charge and spin = 144.8 kJ/mol